# 1
2 unconnected molecules or ions with the total composition C33H42N3 in a non-equilibrium geometry. Source: the Open Molecules 2025 dataset; level of theory: ωB97M-V with the def2-TZVPD basis set.

The geometry in XYZ format:
```
78
Properties=species:S:1:pos:R:3:mulliken_charge:R:1
C -3.11 3.06 1.65 -0.73
C -1.94 3.99 1.93 -0.91
C -0.60 3.32 1.66 -0.58
N -0.43 1.93 2.08 0.21
C 0.83 1.40 2.01 0.83
C 1.23 0.16 2.49 0.35
C 2.67 -0.13 2.70 -0.78
C 3.67 0.98 2.44 -1.14
C 3.25 1.83 1.25 -1.10
C 1.84 2.39 1.48 -0.72
C -1.57 1.07 2.31 -0.56
C -2.93 1.78 2.47 -0.82
H -4.05 3.55 1.94 0.35
H -3.17 2.83 0.58 0.31
H -2.01 4.87 1.29 0.37
H -1.98 4.34 2.97 0.38
H -0.42 3.41 0.57 0.36
H 0.15 3.96 2.15 0.23
H 0.51 -0.62 2.73 0.01
H 2.84 -0.49 3.73 0.44
H 2.93 -0.96 2.02 -0.03
H 3.72 1.61 3.34 0.37
H 4.67 0.56 2.27 0.39
H 3.96 2.66 1.12 0.42
H 3.26 1.24 0.32 0.38
H 1.54 2.83 0.52 0.35
H 1.97 3.24 2.18 0.38
H -1.66 0.33 1.50 0.36
H -1.39 0.49 3.23 0.21
H -3.07 2.02 3.53 0.34
H -3.72 1.06 2.20 0.37
C 2.24 -3.63 -1.67 -0.92
N 1.65 -3.62 -0.34 0.18
C 2.07 -2.83 0.69 -1.63
C 1.29 -3.11 1.85 1.71
C 1.50 -2.54 3.12 -1.33
C 0.78 -2.96 4.31 0.71
C -0.62 -3.01 4.35 -0.60
C -1.30 -3.60 5.42 0.37
C -0.57 -4.12 6.53 0.17
N -1.23 -4.63 7.62 0.01
C -2.65 -4.40 7.78 -0.61
C -3.39 -4.55 6.46 -0.89
C -2.79 -3.64 5.39 -0.88
C -0.51 -4.93 8.85 -0.61
C 0.84 -5.56 8.57 -0.86
C 1.66 -4.70 7.60 -0.81
C 0.85 -4.11 6.48 0.35
C 1.49 -3.48 5.42 -1.06
C 0.43 -4.24 1.48 0.78
C -0.31 -5.19 2.18 0.15
C -0.98 -6.20 1.47 -1.00
C -0.84 -6.35 0.08 -0.70
C 0.00 -5.48 -0.62 -0.99
C 0.63 -4.46 0.09 0.05
H 1.61 -4.23 -2.32 0.32
H 2.31 -2.61 -2.06 0.35
H 3.26 -4.07 -1.66 0.33
H 2.93 -2.17 0.56 0.60
H 2.56 -2.34 3.35 0.99
H -1.20 -2.65 3.50 0.60
H -3.03 -5.12 8.52 0.43
H -2.84 -3.39 8.18 0.27
H -3.33 -5.59 6.11 0.31
H -4.44 -4.31 6.60 0.37
H -3.17 -2.61 5.52 0.35
H -3.11 -3.97 4.40 0.34
H -0.37 -4.01 9.45 0.28
H -1.14 -5.60 9.45 0.39
H 1.38 -5.67 9.51 0.37
H 0.71 -6.56 8.15 0.31
H 2.16 -3.90 8.16 0.35
H 2.46 -5.32 7.18 0.42
H 2.58 -3.47 5.41 0.47
H -0.35 -5.17 3.26 0.41
H -1.60 -6.91 2.01 0.44
H -1.39 -7.12 -0.45 0.40
H 0.17 -5.58 -1.69 0.25
```

Maximum force in eV/A: 4.15
Electronic energy in hartree: -1446.68006
Gap between HOMO and LUMO in eV: 5.1
LUMO level in eV: -4.2
Energy above the lowest of the compared OMol25 structures with the same formula, charge and spin in kJ/mol: 115.1
HOMO in eV: -9.303
Net charge: +1

***

# 2
8 unconnected molecules or ions with the total composition CH19O8 in a non-equilibrium geometry. Source: the Open Molecules 2025 dataset; level of theory: ωB97M-V with the def2-TZVPD basis set.

The geometry in XYZ format:
```
28
Properties=species:S:1:pos:R:3:mulliken_charge:R:1
O -3.60 1.64 -0.40 -0.29
H -4.23 0.93 -0.27 0.42
H -3.70 2.15 -1.20 0.46
H -2.70 1.30 -0.37 0.45
O -1.79 -1.85 -1.19 -0.32
H -1.48 -0.95 -1.07 0.40
H -2.74 -1.98 -1.17 0.43
H -1.49 -2.33 -0.42 0.41
C 0.32 0.57 0.44 -0.42
O -0.92 0.54 -0.19 -0.84
H 1.12 0.29 -0.24 0.04
H 0.49 1.59 0.78 0.27
H 0.27 -0.12 1.28 0.06
O -0.13 0.99 -3.12 -0.62
H -0.99 0.96 -3.53 0.27
H -0.31 1.10 -2.18 0.34
O 2.42 -2.37 0.28 -0.66
H 2.49 -1.62 -0.30 0.33
H 1.51 -2.67 0.18 0.28
O 3.07 -0.98 2.62 -0.63
H 3.87 -0.64 2.23 0.29
H 2.71 -1.58 1.96 0.39
O -1.51 -1.03 3.17 -0.62
H -0.95 -0.77 2.45 0.31
H -1.82 -1.90 2.94 0.28
O 3.45 2.96 -1.28 -0.63
H 3.92 3.33 -0.53 0.32
H 2.73 2.46 -0.89 0.31
```

Maximum force in eV/A: 4.65
Electronic energy in hartree: -650.96788
Gap between HOMO and LUMO in eV: 7.3
LUMO level in eV: -5.4
Energy above the lowest of the compared OMol25 structures with the same formula, charge and spin in kJ/mol: 251.4
HOMO in eV: -12.700
Net charge: +1

***

# 3
A single C3H2O3S molecule in a non-equilibrium geometry. Source: the Open Molecules 2025 dataset; level of theory: ωB97M-V with the def2-TZVPD basis set.

The geometry in XYZ format:
```
9
Properties=species:S:1:pos:R:3:mulliken_charge:R:1
O 2.49 -0.84 -0.65 -0.31
C 1.35 -0.74 -0.48 0.64
C 0.10 -0.49 -0.09 0.04
C -0.51 -0.67 1.26 -0.09
O -0.22 -1.43 2.07 -0.42
O -0.67 0.23 -1.09 -0.39
S -0.48 1.79 -1.80 0.01
H -1.33 -0.05 1.34 0.38
H -0.73 2.20 -0.56 0.14
```

Maximum force in eV/A: 5.25
Electronic energy in hartree: -739.29725
SMILES string: O=C=C(C=O)OS
Gap between HOMO and LUMO in eV: 8.9
LUMO level in eV: -0.6
Energy above the lowest of the compared OMol25 structures with the same formula, charge and spin in kJ/mol: 404.4
HOMO in eV: -9.553

***

# 4
A single C12H11Cl2N molecule in a non-equilibrium geometry. Source: the Open Molecules 2025 dataset; level of theory: ωB97M-V with the def2-TZVPD basis set.

The geometry in XYZ format:
```
26
Properties=species:S:1:pos:R:3:mulliken_charge:R:1
C -0.88 -2.91 -2.22 -0.76
C -0.02 -3.73 -1.49 -0.55
C -1.10 -1.57 -1.80 -0.52
C 0.64 -3.29 -0.40 -0.68
C -0.39 -1.10 -0.65 0.55
C -0.33 0.19 0.07 0.59
C 0.50 -1.98 -0.02 -0.38
C 0.62 -0.04 0.96 -0.23
C -1.01 1.46 -0.39 -0.82
C -0.10 2.65 -0.05 -0.67
C -0.01 2.94 1.47 -1.00
C 1.20 2.44 2.21 0.41
N 1.10 -1.24 0.94 0.02
Cl 2.70 3.22 1.95 -0.14
Cl 0.86 2.17 3.90 -0.16
H -1.31 -3.12 -3.17 0.39
H -0.03 -4.72 -1.69 0.47
H -1.83 -1.03 -2.24 0.55
H 1.09 -4.03 0.31 0.27
H -0.94 1.26 -1.42 0.42
H -2.01 1.65 -0.04 0.35
H 0.86 2.50 -0.59 0.35
H -0.58 3.39 -0.63 0.43
H -0.07 4.04 1.60 0.42
H -0.87 2.42 1.83 0.39
H 1.88 -1.57 1.56 0.28
```

Maximum force in eV/A: 6.13
Electronic energy in hartree: -1438.83464
Gap between HOMO and LUMO (alpha / beta) in eV: 7.1 / 7.5
LUMO level (alpha / beta) in eV: -0.7 / -0.5
Energy above the lowest of the compared OMol25 structures with the same formula, charge and spin in kJ/mol: 252.1
HOMO (alpha / beta) in eV: -7.837 / -7.918

***

# 5
A molecular structure, C9H13DyO5P in a non-equilibrium geometry. Source: the Open Molecules 2025 dataset; level of theory: ωB97M-V with the def2-TZVPD basis set.

The geometry in XYZ format:
```
29
Properties=species:S:1:pos:R:3:mulliken_charge:R:1
Dy 1.10 0.14 -0.92 1.22
C -0.91 -1.60 -1.24 0.14
O -1.49 -2.51 -1.66 -0.08
C 1.24 -1.59 -2.78 0.37
O 0.87 -2.50 -3.42 -0.07
C 1.44 -2.16 -0.15 0.40
O 1.28 -3.21 0.34 -0.08
C -0.51 0.46 -2.76 0.37
O -1.46 0.53 -3.42 -0.06
C 3.84 1.94 -1.18 -0.93
H 3.31 2.89 -1.31 0.42
H 4.18 1.71 -0.17 0.43
C 4.25 1.22 -2.25 -0.32
H 4.94 0.37 -2.14 0.32
H 4.07 1.55 -3.27 0.32
C -3.03 0.42 0.75 -1.02
P -1.48 0.27 1.56 0.79
C -1.42 1.46 2.88 -1.09
C -1.45 -1.35 2.26 -1.00
O -0.27 0.56 0.64 -0.59
H -3.10 1.41 0.30 0.36
H -3.82 0.24 1.50 0.42
H -3.08 -0.31 -0.06 0.37
H -2.27 1.27 3.57 0.40
H -0.44 1.37 3.38 0.38
H -1.45 2.47 2.43 0.38
H -1.56 -2.09 1.45 0.35
H -0.48 -1.52 2.73 0.35
H -2.29 -1.42 2.97 0.43
```

Maximum force in eV/A: 7.83
Electronic energy in hartree: -1952.24932
Multiplicity: 6
Gap between HOMO and LUMO (alpha / beta) in eV: 7.7 / 7.8
LUMO level (alpha / beta) in eV: -13.2 / -13.2
HOMO (alpha / beta) in eV: -20.937 / -20.908
Net charge: +3
Expectation value of S²: 9.34

***

# 6
2 unconnected molecules or ions with the total composition C10H17FSi in a non-equilibrium geometry. Source: the Open Molecules 2025 dataset; level of theory: ωB97M-V with the def2-TZVPD basis set.

The geometry in XYZ format:
```
29
Properties=species:S:1:pos:R:3:mulliken_charge:R:1
C -2.17 0.63 -1.65 -0.59
C -3.01 -0.16 -1.09 -0.35
Si -3.45 -0.17 0.66 0.52
F -4.50 -1.40 0.81 -0.28
C -3.24 0.84 2.15 -0.32
C -2.56 2.25 2.26 -0.90
H -1.78 0.55 -2.68 0.26
H -1.83 1.53 -1.16 0.18
H -3.35 -0.94 -1.64 0.48
H -3.65 0.46 3.15 0.26
H -1.60 2.24 2.89 0.22
H -3.18 3.11 2.64 0.30
H -2.29 2.64 1.31 0.23
C 0.45 -0.84 1.26 -0.24
C 1.13 0.26 1.08 -0.22
C 2.00 0.55 -0.11 -0.58
C 2.43 -0.79 -0.72 -0.72
C 1.16 -1.54 -1.04 -0.60
C 0.44 -1.89 0.23 -0.44
H 0.15 -1.24 2.28 0.23
H 1.12 1.15 1.82 0.23
H 2.91 1.16 0.05 0.31
H 1.43 1.04 -0.82 0.27
H 3.04 -1.43 -0.07 0.28
H 3.04 -0.74 -1.69 0.32
H 1.37 -2.37 -1.77 0.32
H 0.56 -0.91 -1.64 0.13
H -0.47 -2.29 -0.11 0.36
H 0.84 -2.84 0.58 0.33
```

Maximum force in eV/A: 4.39
Electronic energy in hartree: -780.48735
SMILES string: C=C/[Si](F)=C\C.C1=CCCCC1
Gap between HOMO and LUMO in eV: 7.8
LUMO level in eV: 0.2
Energy above the lowest of the compared OMol25 structures with the same formula, charge and spin in kJ/mol: 92.3
HOMO in eV: -7.592

***

Please write out number 1 again, unchanged.
2 unconnected molecules or ions with the total composition C33H42N3 in a non-equilibrium geometry. Source: the Open Molecules 2025 dataset; level of theory: ωB97M-V with the def2-TZVPD basis set.

The geometry in XYZ format:
```
78
Properties=species:S:1:pos:R:3:mulliken_charge:R:1
C -3.11 3.06 1.65 -0.73
C -1.94 3.99 1.93 -0.91
C -0.60 3.32 1.66 -0.58
N -0.43 1.93 2.08 0.21
C 0.83 1.40 2.01 0.83
C 1.23 0.16 2.49 0.35
C 2.67 -0.13 2.70 -0.78
C 3.67 0.98 2.44 -1.14
C 3.25 1.83 1.25 -1.10
C 1.84 2.39 1.48 -0.72
C -1.57 1.07 2.31 -0.56
C -2.93 1.78 2.47 -0.82
H -4.05 3.55 1.94 0.35
H -3.17 2.83 0.58 0.31
H -2.01 4.87 1.29 0.37
H -1.98 4.34 2.97 0.38
H -0.42 3.41 0.57 0.36
H 0.15 3.96 2.15 0.23
H 0.51 -0.62 2.73 0.01
H 2.84 -0.49 3.73 0.44
H 2.93 -0.96 2.02 -0.03
H 3.72 1.61 3.34 0.37
H 4.67 0.56 2.27 0.39
H 3.96 2.66 1.12 0.42
H 3.26 1.24 0.32 0.38
H 1.54 2.83 0.52 0.35
H 1.97 3.24 2.18 0.38
H -1.66 0.33 1.50 0.36
H -1.39 0.49 3.23 0.21
H -3.07 2.02 3.53 0.34
H -3.72 1.06 2.20 0.37
C 2.24 -3.63 -1.67 -0.92
N 1.65 -3.62 -0.34 0.18
C 2.07 -2.83 0.69 -1.63
C 1.29 -3.11 1.85 1.71
C 1.50 -2.54 3.12 -1.33
C 0.78 -2.96 4.31 0.71
C -0.62 -3.01 4.35 -0.60
C -1.30 -3.60 5.42 0.37
C -0.57 -4.12 6.53 0.17
N -1.23 -4.63 7.62 0.01
C -2.65 -4.40 7.78 -0.61
C -3.39 -4.55 6.46 -0.89
C -2.79 -3.64 5.39 -0.88
C -0.51 -4.93 8.85 -0.61
C 0.84 -5.56 8.57 -0.86
C 1.66 -4.70 7.60 -0.81
C 0.85 -4.11 6.48 0.35
C 1.49 -3.48 5.42 -1.06
C 0.43 -4.24 1.48 0.78
C -0.31 -5.19 2.18 0.15
C -0.98 -6.20 1.47 -1.00
C -0.84 -6.35 0.08 -0.70
C 0.00 -5.48 -0.62 -0.99
C 0.63 -4.46 0.09 0.05
H 1.61 -4.23 -2.32 0.32
H 2.31 -2.61 -2.06 0.35
H 3.26 -4.07 -1.66 0.33
H 2.93 -2.17 0.56 0.60
H 2.56 -2.34 3.35 0.99
H -1.20 -2.65 3.50 0.60
H -3.03 -5.12 8.52 0.43
H -2.84 -3.39 8.18 0.27
H -3.33 -5.59 6.11 0.31
H -4.44 -4.31 6.60 0.37
H -3.17 -2.61 5.52 0.35
H -3.11 -3.97 4.40 0.34
H -0.37 -4.01 9.45 0.28
H -1.14 -5.60 9.45 0.39
H 1.38 -5.67 9.51 0.37
H 0.71 -6.56 8.15 0.31
H 2.16 -3.90 8.16 0.35
H 2.46 -5.32 7.18 0.42
H 2.58 -3.47 5.41 0.47
H -0.35 -5.17 3.26 0.41
H -1.60 -6.91 2.01 0.44
H -1.39 -7.12 -0.45 0.40
H 0.17 -5.58 -1.69 0.25
```

Maximum force in eV/A: 4.15
Electronic energy in hartree: -1446.68006
Gap between HOMO and LUMO in eV: 5.1
LUMO level in eV: -4.2
Energy above the lowest of the compared OMol25 structures with the same formula, charge and spin in kJ/mol: 115.1
HOMO in eV: -9.303
Net charge: +1